{"formula": "C37H72O10", "method": "the ωB97M-V functional and the def2-TZVPD basis", "smiles": "CC(=O)OCCCCCCC1=CC(=O)C(C[C@@H]2CO2)=CC1=O.CCOCC.CCOCC.CCOCC.CCOCC.CCOCC", "max_force_ev_per_a": 3.63, "e_lumo_ev": -1.32, "energy_ha": -2205.196209, "species": ["C", "C", "O", "O", "C", "C", "C", "C", "C", "C", "C", "C", "C", "O", "C", "C", "C", "C", "O", "C", "C", "O", "H", "H", "H", "H", "H", "H", "H", "H", "H", "H", "H", "H", "H", "H", "H", "H", "H", "H", "H", "H", "H", "H", "C", "C", "O", "C", "C", "H", "H", "H", "H", "H", "H", "H", "H", "H", "H", "C", "C", "O", "C", "C", "H", "H", "H", "H", "H", "H", "H", "H", "H", "H", "C", "C", "O", "C", "C", "H", "H", "H", "H", "H", "H", "H", "H", "H", "H", "C", "C", "O", "C", "C", "H", "H", "H", "H", "H", "H", "H", "H", "H", "H", "C", "C", "O", "C", "C", "H", "H", "H", "H", "H", "H", "H", "H", "H", "H"], "coordinates": [[-6.013799, 8.480766, 2.320514], [-5.800198, 8.453619, 0.837455], [-5.696866, 9.478792, 0.185877], [-5.776154, 7.236715, 0.202465], [-4.705841, 6.394406, 0.664909], [-4.590647, 5.165705, -0.214209], [-3.975783, 4.029546, 0.582821], [-3.831496, 2.781394, -0.266845], [-3.387414, 1.571119, 0.540078], [-3.487484, 0.254656, -0.285865], [-2.174251, -0.450027, -0.275157], [-1.703827, -1.121140, 0.775105], [-0.367423, -1.737542, 0.745735], [0.139500, -2.141286, 1.783897], [0.347691, -1.839229, -0.555580], [1.560722, -2.684060, -0.565519], [2.841860, -1.902826, -0.781439], [2.815965, -0.453129, -0.369442], [2.838966, -1.025265, -1.798617], [-0.151318, -1.181936, -1.600710], [-1.347534, -0.324219, -1.503029], [-1.615723, 0.475473, -2.394888], [-7.061122, 8.294408, 2.523687], [-5.447999, 7.733870, 2.859437], [-5.748114, 9.451940, 2.701496], [-4.892580, 6.058959, 1.678567], [-3.778706, 6.958555, 0.630596], [-3.977691, 5.407523, -1.073590], [-5.584768, 4.873665, -0.528689], [-4.612788, 3.809866, 1.433467], [-3.001310, 4.336182, 0.953455], [-3.117699, 2.947452, -1.066984], [-4.793854, 2.559235, -0.721117], [-2.348652, 1.731006, 0.802376], [-3.954281, 1.497567, 1.460686], [-3.735208, 0.534397, -1.297864], [-4.245597, -0.379241, 0.149819], [-2.295443, -1.186870, 1.670368], [1.535010, -3.438786, -1.341766], [1.726601, -3.119480, 0.409548], [3.748564, -2.433160, -0.586609], [3.711408, 0.138741, -0.497038], [1.970026, 0.188587, -0.550592], [0.343589, -1.245972, -2.553369], [4.647657, -4.448687, -4.081230], [4.687154, -5.385644, -2.888946], [3.418438, -5.896195, -2.524933], [2.738795, -6.652537, -3.513620], [3.490224, -7.889395, -3.972354], [3.966801, -3.618626, -3.885077], [5.640481, -4.047351, -4.285718], [4.301186, -4.952154, -4.984567], [5.045684, -4.839032, -2.015734], [5.398576, -6.201613, -3.058712], [2.480461, -6.017165, -4.367329], [1.796436, -6.954326, -3.057825], [4.440506, -7.641067, -4.446996], [2.890271, -8.441232, -4.696015], [3.703952, -8.541840, -3.124514], [-1.853906, -7.624500, -7.450040], [-1.310520, -7.804400, -6.042740], [-0.410723, -6.789816, -5.637776], [-0.921572, -5.469670, -5.615839], [-2.103066, -5.277318, -4.680486], [-1.036635, -7.575088, -8.170379], [-2.500950, -8.461852, -7.711933], [-2.439052, -6.709451, -7.549586], [-0.742091, -8.733140, -5.992312], [-2.130173, -7.899584, -5.321654], [-1.173702, -5.140718, -6.630150], [-0.093074, -4.844052, -5.282789], [-2.963946, -5.877442, -4.977265], [-2.411815, -4.231607, -4.678048], [-1.833729, -5.563657, -3.662819], [0.546338, -1.267568, 4.818095], [0.097770, -1.047324, 6.252812], [-0.769079, -2.051335, 6.746977], [-0.249499, -3.367239, 6.764303], [0.998530, -3.530198, 7.615456], [-0.311655, -1.340700, 4.153761], [1.173481, -0.437862, 4.488551], [1.124908, -2.184751, 4.705128], [-0.468353, -0.117280, 6.316928], [0.963827, -0.930423, 6.916186], [-0.068547, -3.719705, 5.742607], [-1.047316, -3.988443, 7.171286], [1.830889, -2.932960, 7.241358], [1.314234, -4.573855, 7.620818], [0.802441, -3.220074, 8.642771], [0.738547, 5.675572, -3.594543], [-0.685906, 5.525484, -3.088785], [-0.818023, 5.672077, -1.686628], [-0.418881, 6.917083, -1.143584], [-1.190545, 8.106970, -1.689510], [1.394251, 4.954795, -3.104809], [0.773667, 5.505495, -4.670694], [1.138936, 6.672009, -3.402752], [-1.042293, 4.519288, -3.309975], [-1.356307, 6.217470, -3.610997], [0.659505, 7.062036, -1.272705], [-0.594851, 6.834882, -0.070510], [-1.039368, 8.237065, -2.761522], [-0.866444, 9.022724, -1.194660], [-2.261277, 7.980899, -1.519376], [5.778113, 1.123696, 4.723304], [5.364127, 2.584685, 4.780574], [4.031507, 2.822484, 4.369605], [3.023087, 2.172346, 5.119184], [3.005107, 2.548723, 6.591167], [5.648029, 0.730540, 3.714334], [6.825498, 1.019221, 5.007396], [5.187750, 0.503366, 5.399026], [5.985687, 3.162612, 4.096814], [5.535779, 2.995405, 5.782038], [3.100934, 1.085659, 4.997773], [2.077577, 2.468926, 4.664627], [3.927553, 2.264949, 7.099081], [2.179199, 2.046280, 7.096206], [2.881070, 3.626161, 6.706829]], "atomic_forces_ev_per_a": [[0.1, -0.2, 0.1], [0.3, 1.5, -1.3], [-0.3, -1.5, 0.8], [0.2, 0.4, 0.4], [-0.2, -0.3, -0.3], [0.0, 0.3, 0.5], [0.1, 0.0, -0.6], [-0.2, -0.2, 0.4], [0.1, 0.0, -0.6], [0.4, 0.7, 0.7], [-0.5, -0.1, -0.2], [0.1, 0.1, -0.6], [0.1, -0.1, 1.2], [-0.2, 0.0, -0.6], [-0.6, -0.2, 0.2], [1.1, 0.0, 0.1], [-1.4, 1.0, 1.4], [0.9, 0.6, -3.5], [0.3, 0.1, -1.3], [0.2, -0.2, -0.1], [0.4, 0.6, -0.8], [0.0, -0.7, 0.8], [-0.3, 0.0, 0.0], [0.1, -0.2, 0.0], [0.0, 0.3, 0.0], [-0.1, 0.1, 0.4], [0.2, 0.2, 0.1], [0.0, -0.1, -0.4], [-0.3, 0.0, -0.3], [-0.1, 0.0, 0.3], [0.2, 0.0, 0.2], [0.1, 0.1, -0.3], [-0.2, 0.0, -0.2], [0.3, 0.0, 0.3], [-0.1, -0.1, 0.2], [-0.2, -0.2, -0.3], [-0.3, -0.2, -0.1], [0.1, -0.2, 0.4], [-0.2, -0.4, -0.1], [-0.4, -0.5, 0.2], [0.6, -0.4, 0.1], [0.5, -0.2, 1.5], [-0.8, -0.2, 1.5], [0.0, 0.2, -0.3], [-0.1, 0.0, -0.1], [0.1, 0.0, -0.1], [-0.1, 0.0, 0.3], [-0.1, 0.0, -0.2], [0.1, 0.0, 0.1], [0.0, 0.0, 0.0], [0.0, 0.0, 0.0], [0.1, 0.0, 0.0], [-0.1, 0.0, 0.1], [0.0, 0.0, -0.1], [0.0, 0.0, 0.0], [0.0, 0.1, 0.1], [0.0, 0.0, -0.1], [0.0, 0.0, 0.0], [0.0, 0.0, 0.0], [0.0, 0.1, 0.0], [-0.1, -0.1, 0.0], [0.2, 0.0, 0.1], [-0.1, 0.1, 0.0], [0.0, -0.1, 0.0], [0.0, 0.0, 0.0], [0.0, 0.0, 0.0], [-0.1, 0.0, 0.0], [0.1, 0.0, 0.0], [0.0, 0.0, 0.0], [-0.1, 0.0, 0.0], [0.1, -0.1, 0.0], [0.0, 0.0, 0.0], [0.0, 0.0, 0.0], [0.0, 0.0, 0.0], [0.0, -0.1, 0.1], [0.2, 0.1, -0.1], [-0.2, 0.1, 0.1], [0.1, -0.1, -0.1], [0.0, 0.1, 0.0], [0.0, 0.0, 0.0], [0.0, 0.0, 0.0], [0.1, 0.0, 0.0], [-0.1, 0.0, 0.0], [0.0, 0.0, 0.0], [0.1, 0.0, 0.0], [-0.1, 0.1, 0.0], [0.0, -0.1, 0.0], [0.0, 0.0, 0.0], [0.0, 0.0, 0.0], [0.1, 0.1, 0.1], [0.0, 0.0, -0.2], [-0.1, -0.2, 0.2], [0.0, 0.1, 0.0], [-0.1, -0.1, -0.1], [0.0, 0.0, 0.0], [0.0, 0.0, 0.0], [0.0, 0.0, -0.1], [0.0, 0.0, 0.1], [0.0, 0.0, 0.0], [0.0, 0.0, 0.0], [0.0, -0.1, 0.0], [0.1, 0.0, 0.0], [0.0, 0.0, 0.0], [0.0, 0.0, 0.0], [-0.1, 0.0, 0.0], [0.1, 0.0, 0.1], [-0.1, 0.1, -0.2], [-0.1, -0.1, 0.1], [0.1, 0.0, 0.0], [0.0, 0.0, 0.0], [0.0, 0.0, 0.0], [0.0, 0.0, 0.1], [-0.1, 0.0, 0.0], [0.0, 0.0, 0.0], [0.0, 0.0, 0.1], [0.0, 0.0, -0.1], [0.0, -0.1, 0.0], [0.0, 0.0, 0.0], [0.0, 0.0, 0.0]], "mulliken_charge": [-0.9044, 0.6743, -0.5536, -0.3284, -0.5179, -0.4892, -0.5851, -0.8722, -0.5263, -1.3849, 0.0161, -0.2522, 0.2748, -0.6547, 0.1217, -0.6746, 0.2727, -0.9531, -0.4835, -0.0682, 0.3418, -0.6634, 0.2610, 0.3426, 0.3428, 0.2521, 0.3993, 0.1562, 0.3179, 0.3907, 0.3147, 0.2513, 0.3992, 0.3440, 0.4872, 0.5083, 0.5033, 0.5168, 0.2919, 0.3098, 0.5474, 0.4475, 0.2639, 0.5334, -1.0194, -0.3479, -0.4478, 0.0123, -1.1668, 0.2245, 0.4005, 0.2879, 0.3466, 0.3278, 0.1304, 0.3043, 0.2795, 0.3847, 0.2953, -1.0551, -0.3594, -0.3605, -0.3002, -1.1092, 0.2952, 0.3884, 0.2658, 0.3169, 0.3196, 0.2921, 0.3278, 0.3008, 0.3835, 0.2942, -0.8102, -0.4529, -0.4410, -0.2267, -1.0166, 0.2914, 0.3695, 0.1986, 0.3214, 0.2921, 0.2060, 0.3590, 0.2390, 0.3929, 0.2787, -1.1543, -0.3095, -0.3524, -0.3787, -1.0916, 0.2900, 0.4003, 0.2821, 0.3488, 0.3265, 0.3324, 0.3447, 0.3069, 0.4065, 0.2528, -0.9714, -0.3190, -0.4479, -0.0530, -1.0795, 0.2505, 0.3834, 0.2401, 0.3345, 0.2994, 0.0870, 0.3230, 0.2733, 0.3811, 0.3100]}